ORCA calculation (wB97M-V/def2-TZVPD) on an isolated ion of composition C5H15N2 and charge +1.

Properties
LUMO	-2.559	eV
HOMO	-14.12	eV
frontier orbital gap	11.57	eV
net charge	+1
energy relative to the best compared isomer or geometry (same formula, charge and spin)	29.4	kJ/mol

```
22
Properties=species:S:1:pos:R:3:forces:R:3
N 1.877 -0.242 1.299 -0.3 0.3 0.1
N -0.229 0.451 -0.210 -0.4 0.4 0.1
C -0.884 1.787 -0.421 -0.2 -0.8 0.1
C 1.073 0.329 -0.932 -0.1 0.3 0.0
C -2.019 -1.039 0.721 0.3 0.3 0.1
C 1.993 -0.571 -0.116 0.0 -0.4 0.3
C -1.172 -0.677 -0.495 -0.2 -0.3 -0.2
H 1.477 1.334 -1.053 0.1 0.0 0.2
H -0.571 -1.526 -0.811 0.0 0.0 0.0
H 1.686 -1.609 -0.235 0.0 -0.1 -0.1
H -0.284 2.539 0.074 0.1 0.2 -0.2
H -1.583 -1.879 1.255 -0.1 -0.2 0.0
H 2.026 -1.028 1.918 0.1 0.0 -0.1
H 0.865 -0.048 -1.928 0.1 -0.2 -0.1
H -2.062 -0.225 1.444 -0.1 0.2 0.0
H 3.011 -0.514 -0.486 0.1 0.1 -0.2
H 2.481 0.519 1.583 0.1 -0.1 0.0
H -1.878 1.744 0.009 0.0 0.1 0.2
H -1.009 1.928 -1.488 0.3 0.3 -0.1
H -1.784 -0.398 -1.356 0.1 0.2 0.1
H 0.026 0.376 0.792 0.3 -0.1 -0.1
H -3.041 -1.252 0.436 -0.1 -0.2 0.0
```
Forces are in eV/Å.


ORCA calculation (wB97M-V/def2-TZVPD) on an isolated ion of composition C5H15N2 and charge +1 in a non-equilibrium geometry.

Properties
LUMO	-3.164	eV
HOMO	-14.45	eV
frontier orbital gap	11.29	eV
net charge	+1
energy relative to the best compared isomer or geometry (same formula, charge and spin)	47.8	kJ/mol

```
22
Properties=species:S:1:pos:R:3:forces:R:3
N -2.240 1.458 -0.661 0.8 0.9 1.1
N -1.431 -0.662 0.890 -0.4 1.0 1.0
C 0.897 -0.764 0.136 -1.1 0.5 -0.6
C 1.694 -1.021 -1.138 0.1 -0.3 0.2
C -0.802 1.251 -0.436 1.7 -0.4 -0.9
C -0.526 -0.224 -0.248 0.8 -1.0 1.1
C 1.642 0.034 1.205 0.3 0.2 -0.9
H -0.821 -0.824 -1.101 -0.4 0.2 -0.2
H -2.479 1.592 -1.637 0.2 -0.2 -0.1
H -2.433 2.348 -0.212 -0.5 0.0 -0.1
H -2.262 -0.048 0.855 -0.4 -0.6 -0.6
H -0.130 1.524 -1.259 -0.5 0.2 -0.4
H -1.640 -1.656 0.940 -0.3 0.0 -0.3
H 2.376 -0.663 1.615 -0.1 0.4 0.5
H 2.217 0.864 0.749 -0.3 -0.4 0.2
H 1.184 -1.792 -1.717 0.0 0.1 -0.2
H -0.294 1.820 0.371 -1.1 -0.1 0.1
H -1.044 -0.406 1.807 0.5 -0.2 -0.2
H 2.668 -1.437 -0.871 0.0 0.2 -0.1
H 0.976 0.491 1.949 0.3 -0.4 0.2
H 0.624 -1.752 0.519 0.4 -0.1 0.2
H 1.822 -0.131 -1.757 0.1 -0.1 0.1
```
Forces are in eV/Å.


ORCA calculation (wB97M-V/def2-TZVPD) on a 2-piece molecular cluster, C5H15N2 overall in a non-equilibrium geometry.

Properties
LUMO	-7.370	eV
HOMO	-13.47	eV
frontier orbital gap	6.10	eV
net charge	+1
energy relative to the best compared isomer or geometry (same formula, charge and spin)	406.9	kJ/mol

```
22
Properties=species:S:1:pos:R:3:forces:R:3
N 1.455 2.606 0.630 -0.7 -0.4 0.2
N 0.857 -1.934 -2.327 0.0 1.7 -0.7
C -1.431 0.924 1.788 0.3 -0.9 -0.7
C 0.279 -0.294 -0.651 -1.5 -2.1 -4.5
C 1.128 -1.475 -0.973 0.9 -1.6 2.2
C -1.250 -0.525 1.314 0.1 -0.8 0.3
C -1.084 -0.588 -0.297 -0.5 1.3 1.6
H -1.382 -1.596 -0.592 0.4 -0.2 0.1
H -1.792 0.145 -0.670 0.0 0.1 -0.2
H -2.455 1.234 1.588 0.1 0.3 -0.2
H 0.394 0.458 -1.445 0.5 1.0 1.1
H 1.601 -1.637 -2.956 0.1 -0.2 0.0
H 2.271 2.253 1.107 0.2 0.3 -0.2
H 0.019 -1.564 -2.773 -0.3 -0.4 0.3
H -0.694 1.467 1.207 -0.3 0.8 0.3
H -0.377 -1.056 1.702 0.1 0.4 0.3
H 1.107 1.903 -0.005 0.2 0.1 -0.1
H 1.597 3.461 0.114 0.4 0.0 0.1
H -1.232 1.085 2.841 0.1 -0.3 0.2
H 2.209 -1.379 -0.856 -0.1 0.4 0.0
H -2.073 -1.193 1.561 -0.2 0.2 -0.1
H 0.852 -2.295 -0.305 0.0 0.1 0.2
```
Forces are in eV/Å.


ORCA calculation (wB97M-V/def2-TZVPD) on an isolated ion of composition C5H15N2 and charge +1 in a non-equilibrium geometry.

Properties
LUMO	-3.129	eV
HOMO	-13.38	eV
frontier orbital gap	10.25	eV
net charge	+1
energy relative to the best compared isomer or geometry (same formula, charge and spin)	125.5	kJ/mol

```
22
Properties=species:S:1:pos:R:3:forces:R:3
N -0.105 0.866 -1.058 1.0 0.1 0.0
N -0.248 -1.764 -1.069 -0.3 1.3 0.4
C -1.628 -2.076 -1.496 0.1 -1.4 1.2
C -0.214 -1.106 0.283 0.8 -2.2 -0.2
C 1.602 2.107 1.535 0.6 0.8 0.0
C 0.430 1.184 1.368 -2.8 0.2 1.6
C 0.518 0.224 0.215 -0.4 0.5 -1.0
H 0.086 0.644 2.265 1.3 -0.5 0.1
H -2.263 -1.348 -0.991 -0.3 0.0 -0.5
H 1.696 2.793 0.689 0.2 -0.4 -0.4
H 2.523 1.539 1.663 0.1 0.1 -0.1
H 0.371 -2.560 -1.010 -0.3 -0.2 -0.4
H 1.578 2.851 2.339 -0.5 -0.6 0.3
H -1.118 0.845 -1.023 -0.2 0.3 0.1
H -1.927 -3.061 -1.083 -0.1 0.4 -0.1
H 0.183 0.292 -1.858 -0.2 -0.3 0.1
H 1.568 0.172 -0.086 -0.1 -0.7 0.1
H -1.831 -2.156 -2.561 0.4 0.5 -0.1
H -0.560 1.718 1.393 0.7 0.3 -1.0
H 0.261 -1.867 0.913 0.7 0.8 0.3
H 0.262 1.806 -1.211 -0.3 0.1 0.2
H -1.184 -1.103 0.781 -0.4 0.8 -0.4
```
Forces are in eV/Å.


ORCA calculation (wB97M-V/def2-TZVPD) on an isolated ion of composition C5H15N2 and charge +1 in a non-equilibrium geometry.

Properties
LUMO	-3.212	eV
HOMO	-12.96	eV
frontier orbital gap	9.75	eV
net charge	+1
energy relative to the best compared isomer or geometry (same formula, charge and spin)	104.4	kJ/mol

```
22
Properties=species:S:1:pos:R:3:forces:R:3
N 0.326 -0.498 -1.001 -0.9 -0.2 0.2
N 0.862 1.417 0.731 -1.2 0.0 -0.2
C 1.332 -1.545 -0.988 -0.2 -1.0 0.4
C -0.593 0.900 0.790 0.8 -1.4 -0.3
C -0.528 -0.517 0.196 -0.3 -0.1 -0.2
C -1.042 0.954 2.239 -0.5 0.5 -0.1
C -0.468 -0.510 -2.287 1.6 0.0 1.1
H -1.282 -1.232 -2.289 -0.2 0.1 0.1
H 1.202 1.370 -0.234 -0.2 -0.2 -0.3
H -0.291 0.604 2.949 0.3 0.1 -0.2
H -0.770 0.516 -2.461 -0.5 -0.1 -0.3
H -1.316 1.981 2.479 0.0 0.0 0.3
H 1.453 0.779 1.263 0.1 0.5 0.4
H 2.048 -1.495 -0.161 0.1 0.8 -0.1
H 0.920 -2.560 -0.761 0.0 0.4 -1.0
H -0.212 -1.235 0.961 0.5 0.1 -0.1
H 0.829 2.381 1.055 0.7 0.0 0.3
H -1.136 1.494 0.058 -0.2 0.4 0.4
H 1.843 -1.445 -1.944 0.3 -0.7 0.2
H -1.910 0.329 2.459 -0.1 0.1 -0.5
H -1.544 -0.875 -0.035 0.1 0.4 0.0
H 0.277 -0.814 -3.021 -0.4 0.2 -0.4
```
Forces are in eV/Å.


ORCA calculation (wB97M-V/def2-TZVPD) on an isolated ion of composition C5H15N2 and charge +1 in a non-equilibrium geometry.

Properties
LUMO	-3.177	eV
HOMO	-13.18	eV
frontier orbital gap	10.00	eV
net charge	+1
energy relative to the best compared isomer or geometry (same formula, charge and spin)	156.4	kJ/mol

```
22
Properties=species:S:1:pos:R:3:forces:R:3
N 0.119 -1.219 0.108 -1.4 0.5 -0.5
N 1.489 0.947 -0.539 -0.9 1.1 -1.4
C -0.400 2.570 0.007 -1.0 0.2 0.6
C -0.626 -1.781 -1.066 -0.3 2.5 1.2
C -0.469 0.086 0.488 0.7 -0.6 1.6
C 0.173 -2.160 1.251 2.4 1.6 -0.4
C -0.029 1.198 -0.481 -0.7 -1.1 1.1
H 1.882 1.413 -1.360 0.2 -0.1 0.1
H -0.101 2.667 1.073 0.4 0.7 -0.8
H -1.683 -1.848 -0.788 0.0 -1.7 0.2
H 0.488 -3.099 0.842 -0.4 -0.8 0.1
H -0.834 -0.912 -1.716 1.1 -0.7 -0.7
H -0.128 0.278 1.525 0.6 0.3 -0.5
H -1.531 0.088 0.740 -0.5 -0.2 -1.0
H 1.615 -0.088 -0.599 -0.2 0.1 0.5
H 1.913 1.369 0.286 0.1 -0.3 0.1
H -0.255 3.384 -0.717 1.0 -0.1 0.6
H -0.651 -2.165 1.947 -0.6 -0.2 -0.2
H -1.495 2.655 0.080 0.1 -0.6 0.0
H 1.081 -1.806 1.790 -0.7 -0.4 0.3
H -0.557 1.003 -1.414 1.0 0.0 -0.5
H -0.003 -2.579 -1.457 -0.9 -0.2 -0.4
```
Forces are in eV/Å.


ORCA calculation (wB97M-V/def2-TZVPD) on a 2-piece molecular cluster, C5H15N2 overall in a non-equilibrium geometry.

Properties
LUMO	-7.926	eV
HOMO	-13.87	eV
frontier orbital gap	5.95	eV
net charge	+1
energy relative to the best compared isomer or geometry (same formula, charge and spin)	610.5	kJ/mol

```
22
Properties=species:S:1:pos:R:3:forces:R:3
N -2.704 -0.611 0.421 1.6 0.6 2.3
N 1.525 0.130 0.609 2.2 0.1 -2.4
C 1.729 -1.038 -0.354 -1.7 1.1 -0.3
C 0.533 -1.989 -0.246 1.2 -1.6 1.6
C -1.113 1.270 0.262 -1.6 3.0 0.1
C 2.169 1.368 0.092 1.4 0.0 -0.5
C -2.136 0.463 -0.429 -0.8 -1.3 2.0
H -1.830 -0.170 -1.232 0.9 0.6 -1.6
H -0.790 2.267 -0.248 0.3 -2.2 0.7
H -3.035 1.043 -0.763 1.1 0.6 -0.2
H 0.594 0.475 0.688 -2.6 -0.4 0.8
H -3.570 -0.311 0.821 -1.2 0.1 -0.3
H -2.142 -0.531 1.305 -0.4 -1.0 -0.9
H 1.692 -0.637 -1.419 0.3 -0.4 1.2
H 3.286 1.197 0.090 -1.2 0.2 -0.1
H 1.848 1.658 -0.974 0.5 -0.5 1.5
H 0.218 -2.441 0.734 1.3 0.4 -0.4
H 2.699 -1.491 -0.201 0.2 0.1 0.4
H 0.544 -2.821 -0.946 0.2 0.2 -0.2
H 1.971 2.202 0.788 0.0 -0.4 -0.3
H -1.198 1.376 1.422 0.6 -0.6 -2.0
H -0.289 -1.407 -0.420 -2.3 1.4 -1.1
```
Forces are in eV/Å.


ORCA calculation (wB97M-V/def2-TZVPD) on an isolated ion of composition C5H15N2 and charge +1.

Properties
LUMO	-3.605	eV
HOMO	-12.75	eV
frontier orbital gap	9.15	eV
net charge	+1
energy relative to the best compared isomer or geometry (same formula, charge and spin)	89.1	kJ/mol

```
22
Properties=species:S:1:pos:R:3:forces:R:3
N 0.203 1.625 -0.027 0.3 0.4 0.3
N -1.658 -1.690 1.049 0.5 0.5 0.3
C 1.023 -0.735 0.001 -0.3 0.0 -0.2
C 0.873 0.590 0.754 0.2 -0.1 0.6
C -0.187 -1.054 -0.894 0.1 0.7 -0.1
C 1.174 2.322 -0.887 0.0 -0.4 0.1
C -1.558 -0.920 -0.266 -0.4 0.1 -0.2
H -0.088 2.322 0.651 -0.3 0.0 -0.1
H -1.823 0.121 -0.059 0.3 -0.2 0.1
H 1.891 -0.694 -0.661 0.0 -0.1 0.1
H -0.201 -0.292 -1.680 0.0 -0.1 0.0
H 1.939 2.810 -0.288 0.3 0.1 0.0
H 0.686 3.064 -1.503 -0.2 0.1 -0.1
H -0.085 -2.009 -1.405 0.1 -0.2 0.1
H -1.596 -1.037 1.833 -0.1 0.0 0.0
H 0.333 0.436 1.701 -0.3 0.0 -0.3
H -2.514 -2.229 1.172 0.0 -0.1 -0.2
H 1.665 1.600 -1.536 0.0 0.0 -0.1
H -0.837 -2.291 1.141 -0.2 -0.3 0.0
H 1.854 0.925 1.125 0.1 -0.1 -0.3
H -2.314 -1.323 -0.935 -0.1 -0.1 0.1
H 1.220 -1.541 0.715 0.1 0.0 0.0
```
Forces are in eV/Å.


ORCA calculation (wB97M-V/def2-TZVPD) on a 2-piece molecular cluster, C5H15N2 overall.

Properties
LUMO	-3.889	eV
HOMO	-14.73	eV
frontier orbital gap	10.84	eV
net charge	+1
energy relative to the best compared isomer or geometry (same formula, charge and spin)	25.2	kJ/mol

```
22
Properties=species:S:1:pos:R:3:forces:R:3
N 1.648 0.673 0.642 -0.3 -0.2 0.1
N 2.049 2.717 1.643 -0.5 0.1 -0.2
C -0.431 -1.327 -1.019 -0.3 -0.4 0.0
C 1.593 1.972 0.657 0.1 0.2 0.4
C -2.318 0.378 -0.879 0.4 0.5 0.2
C -1.435 -0.609 -0.123 -0.1 -0.1 0.0
C 0.312 -2.464 -0.324 -0.1 0.3 0.2
H -2.732 -0.058 -1.783 0.0 -0.1 0.0
H -3.139 0.731 -0.261 -0.1 0.0 0.1
H -0.915 -0.128 0.713 -0.1 0.2 0.0
H -2.079 -1.344 0.363 0.0 -0.2 -0.1
H 1.143 2.485 -0.186 0.2 -0.1 -0.1
H -0.991 -1.766 -1.845 0.1 0.1 -0.2
H 0.813 -2.119 0.588 0.1 -0.1 0.0
H 2.003 3.719 1.538 0.0 0.0 0.1
H 1.043 -2.928 -0.983 0.0 0.0 0.1
H -0.397 -3.222 0.004 0.0 -0.1 0.0
H 2.152 2.365 2.583 0.4 -0.1 -0.1
H 0.272 -0.630 -1.496 0.0 0.1 -0.1
H -1.759 1.278 -1.171 0.0 -0.2 -0.1
H 2.002 0.129 1.417 0.1 0.1 0.0
H 1.164 0.146 -0.076 0.0 0.0 -0.1
```
Forces are in eV/Å.


ORCA calculation (wB97M-V/def2-TZVPD) on a 2-piece molecular cluster, C5H15N2 overall in a non-equilibrium geometry.

Properties
LUMO	-2.741	eV
HOMO	-13.70	eV
frontier orbital gap	10.96	eV
net charge	+1
energy relative to the best compared isomer or geometry (same formula, charge and spin)	403.6	kJ/mol

```
22
Properties=species:S:1:pos:R:3:forces:R:3
N 1.082 0.096 0.233 -0.8 -1.9 -0.7
N -0.013 -0.087 1.114 -0.3 1.0 1.3
C -2.972 0.257 -0.759 0.3 0.3 -0.3
C 2.375 -0.578 0.687 1.5 1.3 -4.3
C 1.274 1.532 0.045 0.1 1.7 1.3
C 0.594 -0.471 -1.113 -1.2 -0.3 -0.5
C -3.077 -0.753 0.067 0.4 -2.4 2.4
H 0.553 -1.629 -1.099 0.9 2.0 -0.1
H -0.775 -0.747 1.091 0.5 -0.6 -1.5
H -2.819 -0.018 -1.776 -0.2 0.2 -0.9
H 2.067 1.747 -0.620 0.8 -0.3 -1.1
H 2.793 -1.256 -0.144 -0.8 1.2 1.1
H 2.129 -1.171 1.458 -0.5 -1.8 3.0
H -2.964 1.311 -0.521 -0.1 0.0 0.3
H 0.178 0.120 2.065 0.7 0.4 0.6
H 0.348 1.911 -0.315 -0.7 0.4 -0.4
H 1.560 2.128 0.949 -0.5 -1.2 -0.2
H -2.991 -1.836 -0.364 -0.4 2.1 1.1
H -0.515 -0.222 -1.180 1.5 0.2 0.1
H 1.171 0.100 -1.915 -0.7 -1.5 1.0
H 3.125 0.214 0.852 -0.4 -0.6 0.4
H -3.124 -0.645 1.244 -0.2 -0.2 -2.6
```
Forces are in eV/Å.


> The highest LUMO belongs to which entry?

number 1


> The highest HOMO belongs to which entry?

number 8


> net charge of number 10 (C5H15N2)?

+1


> Which value of HOMO does entry 3 give?

-13.47 eV